(1)
Entry from the OMol25 dataset: the ion C5H9IN with charge +1 at a distorted geometry (the ωB97M-V functional and the def2-TZVPD basis).

Summary:
- Energy above the lowest of the compared OMol25 structures with the same formula, charge and spin: 3.352 eV
- Max |F|: 0.1685 Eh/bohr

ORCA input file:
```
! RIJCOSX wB97M-V def2-TZVPD def2/J DEFGRID3
* xyz 1 1
C 1.195 -0.568 1.088
C 0.131 0.287 0.403
C -0.908 0.894 1.317
C 0.548 0.963 -0.962
N -0.207 -0.204 -0.975
C -0.699 -1.221 -1.967
I -1.988 -2.754 -1.326
H 1.237 -0.213 2.126
H 2.177 -0.381 0.663
H 0.875 -1.581 0.987
H -0.558 1.938 1.369
H -0.701 0.406 2.321
H -2.004 0.767 1.007
H -0.042 1.745 -1.509
H 1.457 0.711 -1.536
H -0.512 -0.788 -3.004
*
```



(2)
Entry from the OMol25 dataset: a structure of composition C31H24Cl2N2O6Ti (the ωB97M-V functional and the def2-TZVPD basis).

Summary:
- Energy above the lowest of the compared OMol25 structures with the same formula, charge and spin: 13.514 eV
- Max |F|: 0.0131 Eh/bohr

ORCA input file:
```
! RIJCOSX wB97M-V def2-TZVPD def2/J DEFGRID3
* xyz 0 1
Ti 0.145 -0.201 -0.229
O 0.819 -1.995 -0.199
C 0.564 -3.141 0.371
C 0.815 -4.338 -0.325
C 0.555 -5.554 0.264
C 0.051 -5.639 1.567
C -0.179 -4.476 2.264
C 0.064 -3.224 1.683
C -0.172 -2.030 2.454
N -0.125 -0.835 2.011
C -0.473 0.232 2.948
C -1.121 1.329 2.117
N -0.186 1.508 1.026
C 0.662 2.495 1.086
C 1.885 2.500 0.415
C 1.958 5.417 0.536
C 3.783 3.897 -0.874
C 4.295 2.662 -1.089
C 3.728 1.414 -0.810
C 2.532 1.354 -0.121
O 1.983 0.187 0.145
H 1.208 -4.266 -1.331
H 0.748 -6.463 -0.293
H -0.145 -6.601 2.018
H -0.556 -4.513 3.281
H -0.436 -2.192 3.503
H -1.122 -0.136 3.746
H 0.444 0.630 3.391
H -2.084 1.001 1.724
H -1.255 2.247 2.695
H 0.409 3.379 1.681
H 0.957 5.747 0.250
H 4.174 4.880 -1.093
H 5.283 2.685 -1.541
H 4.208 0.498 -1.111
C -3.723 -2.317 0.150
C -2.528 -1.756 -0.571
O -1.770 -1.033 0.102
C -2.312 -2.040 -1.961
C -3.234 -2.823 -2.691
C -3.082 -3.042 -4.031
C -1.983 -2.465 -4.694
C -1.068 -1.701 -4.023
C -1.198 -1.470 -2.630
O -0.300 -0.755 -2.045
H -3.652 -2.052 1.201
H -3.762 -3.401 0.048
H -4.643 -1.905 -0.266
H -4.082 -3.256 -2.177
H -3.795 -3.645 -4.576
H -1.857 -2.628 -5.758
H -0.220 -1.255 -4.523
Cl -0.930 6.669 -3.841
C -0.575 5.189 -3.005
C 0.595 5.062 -2.276
C 0.896 3.864 -1.671
Cl 2.155 4.106 -0.281
C 0.102 2.677 -1.794
O 0.470 1.498 -1.504
C -1.196 2.960 -2.331
C -2.319 2.058 -2.061
O -2.333 1.187 -1.220
C -1.492 4.155 -2.974
H 1.254 5.914 -2.143
H -3.237 2.282 -2.639
H -2.471 4.287 -3.421
*
```



The lowest max |F| belongs to which entry? C31H24Cl2N2O6Ti